# 1
A structure of composition C40H50N2NaO3PSSi2, computed with ωB97M-V with the def2-TZVPD basis set.

For the molecular weight, the calculation gives 749.05 g/mol. The calculation puts the HOMO energy at -0.0355 Ha. The value obtained for the energy relative to the best compared isomer or geometry (same formula, charge and spin) is 22.9 kJ/mol. For the gap between HOMO and LUMO, the calculation gives 4.63 eV.

Structure (ORCA input):
```
! RIJCOSX wB97M-V def2-TZVPD def2/J DEFGRID3
* xyz -2 1
Na 0.228 -0.223 -0.502
C 4.652 -2.324 0.414
C 3.680 -3.475 0.147
C 3.538 -3.674 -1.365
C 2.334 -3.291 0.840
C 2.189 -2.470 1.960
C 0.973 -2.336 2.617
C -0.157 -3.024 2.187
C -1.498 -2.861 2.850
C -0.024 -3.832 1.063
C 1.193 -3.958 0.399
H 5.570 -2.485 -0.156
H 4.930 -2.251 1.468
H 4.211 -1.379 0.092
H 4.124 -4.388 0.567
H 3.074 -2.800 -1.824
H 2.959 -4.563 -1.619
H 4.527 -3.786 -1.814
H 3.030 -1.892 2.319
H 0.894 -1.661 3.463
H -1.402 -2.750 3.931
H -2.140 -3.718 2.640
H -2.005 -1.974 2.466
H -0.902 -4.336 0.671
H 1.226 -4.564 -0.497
C -1.767 -2.085 -1.599
Si -2.932 -0.890 -0.709
C -4.066 -2.030 0.328
C -4.003 -0.189 -2.103
N -2.015 0.239 0.173
C -2.645 1.283 0.809
C -4.051 1.352 0.980
C -4.714 2.393 1.615
C -3.993 3.456 2.138
C -2.608 3.421 1.999
C -1.911 2.385 1.371
N -0.493 2.464 1.359
Si 0.210 1.973 2.837
C 1.917 1.187 2.672
C -0.888 0.715 3.705
C 0.441 3.352 4.118
H -2.385 -2.871 -2.047
H -1.047 -2.579 -0.936
H -1.198 -1.597 -2.394
H -3.609 -3.016 0.453
H -5.051 -2.175 -0.130
H -4.219 -1.600 1.321
H -4.336 -0.984 -2.778
H -3.381 0.508 -2.676
H -4.882 0.362 -1.761
H -4.660 0.537 0.598
H -5.797 2.362 1.694
H -4.481 4.287 2.634
H -2.008 4.241 2.385
H 2.695 1.953 2.660
H 2.034 0.579 1.772
H 2.094 0.550 3.547
H -1.175 -0.043 2.971
H -1.807 1.177 4.076
H -0.376 0.226 4.540
H -0.487 3.913 4.265
H 1.221 4.049 3.801
H 0.733 2.929 5.086
O 3.344 -0.659 -3.093
S 2.335 0.036 -2.310
O 0.957 -0.330 -2.670
O 2.527 -0.111 -0.858
C 2.487 1.778 -2.734
C 3.325 2.052 -3.822
C 3.455 3.347 -4.293
C 2.732 4.363 -3.673
C 1.915 4.071 -2.596
C 1.767 2.779 -2.073
P 0.622 2.458 -0.352
C -0.737 3.354 -1.231
C -1.395 4.495 -0.790
C -2.441 5.053 -1.520
C -2.867 4.458 -2.697
C -2.240 3.296 -3.135
C -1.191 2.756 -2.412
C 1.828 3.634 0.436
C 1.505 4.811 1.102
C 2.490 5.626 1.657
C 3.822 5.256 1.597
C 4.162 4.052 0.981
C 3.182 3.263 0.408
H 3.857 1.232 -4.283
H 4.105 3.558 -5.134
H 2.814 5.386 -4.029
H 1.370 4.887 -2.125
H -1.124 4.938 0.157
H -2.939 5.941 -1.146
H -3.691 4.882 -3.260
H -2.580 2.806 -4.040
H -0.702 1.850 -2.760
H 0.466 5.079 1.228
H 2.206 6.545 2.157
H 4.589 5.883 2.037
H 5.197 3.730 0.951
H 3.452 2.324 -0.063
*
```

---

# 2
An isolated molecule of C5H7NO in a non-equilibrium geometry, computed with ωB97M-V with the def2-TZVPD basis set.

The SMILES is C[C@H]1C=CNC1=O. For the molecular weight, the calculation gives 97.12 g/mol. The calculation puts the HOMO energy at -0.3095 Ha. The value obtained for the energy relative to the best compared isomer or geometry (same formula, charge and spin) is 150.0 kJ/mol. For the gap between HOMO and LUMO, the calculation gives 9.34 eV.

Structure (ORCA input):
```
! RIJCOSX wB97M-V def2-TZVPD def2/J DEFGRID3
* xyz 0 1
C 1.182 0.155 -0.867
C -0.121 -0.878 -0.477
C -0.155 -1.093 1.002
C -0.470 0.096 1.529
N -0.966 0.963 0.552
C -0.965 0.318 -0.716
O -1.366 0.741 -1.776
H 1.436 0.162 -1.933
H 2.009 -0.132 -0.232
H 1.024 1.235 -0.632
H -0.316 -1.769 -1.096
H 0.036 -2.016 1.535
H -0.310 0.417 2.545
H -0.973 1.963 0.678
*
```

---

# 3
An isolated molecule of C2ClF2NO3 in a non-equilibrium geometry, computed with ωB97M-V with the def2-TZVPD basis set.

The SMILES is O=C(Cl)C(F)(F)[N+](=O)[O-]. For the molecular weight, the calculation gives 159.47 g/mol. The calculation puts the HOMO energy at -0.4149 Ha. The value obtained for the energy relative to the best compared isomer or geometry (same formula, charge and spin) is 58.9 kJ/mol. For the gap between HOMO and LUMO, the calculation gives 10.53 eV.

Structure (ORCA input):
```
! RIJCOSX wB97M-V def2-TZVPD def2/J DEFGRID3
* xyz 0 1
C 1.335 0.580 0.290
C -0.380 0.385 -0.367
N -1.069 -0.864 0.225
O -2.252 -0.763 0.543
O 1.585 1.485 1.027
O -0.347 -1.791 0.251
F -1.083 1.478 -0.147
F -0.180 0.084 -1.685
Cl 2.391 -0.594 -0.138
*
```

---

# 4
The ion C6H14NS with charge +1 in a non-equilibrium geometry, computed with ωB97M-V with the def2-TZVPD basis set.

For the molecular weight, the calculation gives 132.25 g/mol. The calculation puts the HOMO energy at -0.4813 Ha. The value obtained for the energy relative to the best compared isomer or geometry (same formula, charge and spin) is 294.6 kJ/mol. For the gap between HOMO and LUMO, the calculation gives 9.86 eV.

Structure (ORCA input):
```
! RIJCOSX wB97M-V def2-TZVPD def2/J DEFGRID3
* xyz 1 1
C 0.733 -1.785 -0.308
C -0.417 0.436 0.105
C 1.684 0.642 0.404
C -1.009 1.265 1.265
C 2.409 1.487 -0.682
C -1.841 -1.575 -0.291
N -0.446 -1.086 0.226
S 2.173 -1.086 0.625
H 0.583 -2.827 -0.094
H 1.087 -1.681 -1.353
H -0.583 0.830 -0.912
H 1.700 0.979 1.404
H -0.269 1.196 2.100
H -1.987 0.800 1.446
H -1.366 2.267 0.881
H 3.183 0.874 -1.137
H 2.942 2.338 -0.188
H 1.683 1.948 -1.400
H -2.532 -1.387 0.596
H -2.067 -0.979 -1.141
H -1.879 -2.599 -0.601
H -0.295 -1.272 1.287
*
```

---

# 5
A structure of composition C24H55FN2NbO4 in a non-equilibrium geometry, computed with ωB97M-V with the def2-TZVPD basis set.

For the molecular weight, the calculation gives 547.62 g/mol. The calculation puts the HOMO energy at -0.1731 Ha. The value obtained for the energy relative to the best compared isomer or geometry (same formula, charge and spin) is 305.5 kJ/mol. For the gap between HOMO and LUMO, the calculation gives 6.71 eV.

Structure (ORCA input):
```
! RIJCOSX wB97M-V def2-TZVPD def2/J DEFGRID3
* xyz -1 1
C -3.759 -1.284 -0.767
C -2.505 -0.898 -1.330
Nb -0.399 -0.285 -2.096
F 1.614 0.259 -2.520
C -0.324 -2.093 -3.554
C -0.346 -3.420 -2.591
C -0.369 -4.855 -3.378
C 1.076 -5.369 -3.949
C 2.376 -4.960 -3.035
C 2.605 -5.910 -1.709
C 2.199 -5.211 -0.283
C 3.389 -4.208 0.328
C 3.472 -2.757 -0.430
C 3.791 -1.478 0.544
H -4.713 -1.570 -0.108
H 0.263 -1.382 -0.777
H -0.483 1.083 -0.880
H -1.088 0.814 -3.357
H 0.704 -1.945 -4.144
H -1.231 -2.023 -4.297
H -1.365 -3.362 -1.974
H 0.510 -3.291 -1.804
H -1.079 -4.705 -4.327
H -0.861 -5.729 -2.748
H 1.287 -5.082 -5.079
H 1.033 -6.563 -3.939
H 2.411 -3.791 -2.792
H 3.332 -5.142 -3.727
H 2.107 -6.987 -1.803
H 3.778 -6.122 -1.652
H 1.134 -4.704 -0.267
H 2.131 -6.100 0.511
H 4.418 -4.774 0.426
H 3.032 -3.979 1.444
H 4.293 -2.845 -1.292
H 2.455 -2.532 -1.012
H 3.009 -0.623 0.256
H 4.851 -1.030 0.226
H 3.776 -1.705 1.691
C -6.984 5.383 -0.627
O -7.146 3.973 -0.544
C -8.056 3.457 -1.523
C -7.305 2.580 -2.538
N -6.440 3.392 -3.401
C -5.522 2.595 -4.223
C -4.436 1.790 -3.483
O -3.461 2.604 -2.827
C -3.818 3.005 -1.511
H -6.374 5.707 0.219
H -6.467 5.659 -1.549
H -7.953 5.891 -0.573
H -8.623 4.253 -2.023
H -8.773 2.830 -0.984
H -8.031 2.042 -3.156
H -6.718 1.847 -1.975
H -5.888 4.020 -2.822
H -5.019 3.299 -4.897
H -6.106 1.917 -4.857
H -3.884 1.222 -4.241
H -4.854 1.045 -2.798
H -4.444 2.265 -1.002
H -4.318 3.974 -1.539
H -2.898 3.132 -0.934
C 2.363 2.794 7.187
O 2.651 3.423 5.945
C 3.947 4.033 5.917
C 4.861 3.297 4.925
N 5.221 1.966 5.427
C 5.889 1.125 4.426
C 5.058 0.704 3.197
O 3.976 -0.177 3.508
C 2.772 0.479 3.881
H 1.322 2.460 7.167
H 3.001 1.919 7.335
H 2.487 3.495 8.019
H 4.401 4.091 6.914
H 3.802 5.059 5.561
H 5.772 3.883 4.770
H 4.329 3.224 3.971
H 4.378 1.488 5.735
H 6.205 0.215 4.947
H 6.803 1.627 4.089
H 5.725 0.132 2.540
H 4.715 1.558 2.604
H 2.653 1.450 3.390
H 2.729 0.591 4.965
H 1.934 -0.159 3.588
*
```

---

# 6
An isolated molecule of C7H11N3S in a non-equilibrium geometry, computed with ωB97M-V with the def2-TZVPD basis set.

The SMILES is Nc1nc2c(s1)C[C@@H](N)CC2. For the molecular weight, the calculation gives 169.25 g/mol. The calculation puts the HOMO energy at -0.2926 Ha. The value obtained for the energy relative to the best compared isomer or geometry (same formula, charge and spin) is 176.3 kJ/mol. For the gap between HOMO and LUMO, the calculation gives 8.72 eV.

Structure (ORCA input):
```
! RIJCOSX wB97M-V def2-TZVPD def2/J DEFGRID3
* xyz 0 1
C 2.456 -0.275 0.299
C 2.314 1.176 -0.092
C 0.824 1.757 0.090
C -0.298 0.941 -0.240
C -2.425 0.263 -0.108
C 0.000 -0.404 -0.344
C 1.299 -1.181 -0.205
H 3.808 -1.637 0.576
H 4.466 0.005 0.174
H 2.408 -0.305 1.354
H 3.127 1.620 0.636
H 2.632 1.468 -1.283
H 0.779 2.837 -0.347
H 0.634 2.050 1.144
H -4.221 0.909 0.810
H -4.349 -0.673 -0.100
H 1.574 -1.633 -1.271
H 1.113 -2.018 0.564
N 3.663 -0.777 0.060
N -1.731 1.333 -0.163
N -3.785 0.016 0.334
S -1.501 -1.268 -0.017
*
```

---

- Which of these has the lowest energy relative to the best compared isomer or geometry (same formula, charge and spin)?
  C40H50N2NaO3PSSi2